[1]
DFT (ωB97M-V/def2-TZVPD) results for a structure of composition C11H18Cl4F12InS.

The geometry in XYZ format:
```
47
Properties=species:S:1:pos:R:3:forces:R:3
F 2.627 -3.491 0.424 0.202 -0.024 0.079
C 3.397 -2.373 0.147 0.075 0.081 -0.238
F 4.485 -2.482 0.982 -0.247 -0.108 -0.111
F 3.916 -2.646 -1.110 -0.071 -0.017 0.280
In 2.250 -0.421 0.191 -0.190 0.467 -0.219
C 3.646 1.209 -0.454 -0.532 -0.433 0.216
C 3.107 2.640 -0.281 0.607 -0.358 -0.181
C 2.148 3.029 -1.407 0.030 -0.261 0.211
C 0.682 2.673 -1.163 0.312 0.449 -0.009
C 0.034 3.446 -0.026 0.542 0.214 -0.128
F 0.560 4.718 0.006 -0.154 -0.009 0.089
F 0.255 2.930 1.208 -0.191 0.029 -0.289
C -1.491 3.719 -0.196 -0.150 0.580 0.166
F -1.667 4.505 -1.286 0.035 -0.479 0.403
F -1.943 4.408 0.874 0.170 -0.342 -0.536
S -2.565 2.172 -0.420 -0.721 0.343 0.438
F -3.754 3.072 -1.003 0.060 -0.061 0.013
F -2.017 1.975 -1.887 0.190 -0.058 -0.073
F -1.442 1.270 0.188 0.021 -0.241 -0.159
F -3.212 2.333 1.028 0.131 -0.053 -0.022
F -3.469 0.888 -0.627 0.002 0.014 -0.059
H 1.455 -0.100 1.738 0.263 -0.083 -0.053
H 0.971 -0.560 -1.064 0.160 -0.156 0.087
H 4.586 1.075 0.078 0.110 0.053 0.133
H 3.851 1.020 -1.508 0.167 0.051 -0.138
H 2.652 2.738 0.700 -0.139 0.201 0.120
H 3.957 3.327 -0.304 -0.002 0.244 0.026
H 2.452 2.452 -2.279 -0.049 -0.031 -0.196
H 2.254 4.070 -1.696 -0.101 0.249 0.154
H 0.134 2.945 -2.060 -0.144 -0.159 -0.140
H 0.612 1.603 -1.003 -0.301 -0.115 0.074
Cl -3.395 -1.990 4.078 -0.009 0.011 0.055
C -3.685 -1.531 2.375 -0.021 0.020 -0.108
C -2.655 -2.110 1.442 0.090 -0.035 -0.116
Cl -1.037 -1.404 1.655 -0.064 0.055 0.193
H -3.701 -0.445 2.323 0.065 0.012 0.054
H -4.671 -1.909 2.111 0.011 -0.038 0.008
H -2.948 -1.912 0.411 -0.052 0.026 0.011
H -2.534 -3.182 1.562 -0.203 0.066 0.073
Cl -1.844 -5.535 0.912 -0.040 -0.222 -0.011
C -0.502 -5.444 -0.265 0.215 0.076 -0.101
C -0.209 -4.026 -0.688 0.130 -0.052 0.045
Cl -1.529 -3.350 -1.683 -0.086 -0.002 -0.046
H -0.764 -6.068 -1.115 -0.099 0.014 0.014
H 0.373 -5.866 0.224 0.015 0.080 0.047
H 0.691 -4.004 -1.299 -0.009 0.006 0.024
H -0.062 -3.368 0.165 -0.027 -0.004 -0.079
```
Positions in Å, forces in eV/Å.

Values from the calculation:
Net charge ... -1
Frontier orbital gap ... 7.50 eV
Molar mass ... 666.94 g mol⁻¹
LUMO energy ... 2.356 eV
Spin multiplicity ... 1

Atomic partial charges in e from the Mulliken method, atoms 1 to 2: -0.27 0.21

=====

[2]
DFT (ωB97M-V/def2-TZVPD) results for a structure of composition C35H37FeN6O2.

The geometry in XYZ format:
```
81
Properties=species:S:1:pos:R:3:forces:R:3
Fe -0.187 0.123 0.031 -1.799 0.542 -1.173
C 1.448 -0.348 2.484 0.206 -0.120 0.184
N 1.624 -0.015 1.050 0.818 -0.004 0.889
C 2.441 -1.003 0.371 0.415 -0.383 -0.080
C 1.622 -2.172 -0.112 0.134 -0.523 -0.047
C 2.262 -3.251 -0.711 -0.008 -0.012 0.067
C 1.498 -4.284 -1.223 -0.026 0.067 -0.050
C 0.118 -4.219 -1.088 0.232 0.057 0.103
C -0.432 -3.115 -0.465 0.438 -1.289 0.517
N 0.295 -2.092 -0.006 0.762 -0.266 -0.239
C 2.147 1.338 0.861 0.396 0.379 0.036
C 1.126 2.352 1.280 0.263 0.430 0.246
C 1.480 3.537 1.909 -0.032 0.032 -0.043
C 0.482 4.447 2.218 0.008 -0.065 -0.086
C -0.828 4.136 1.882 0.145 -0.046 -0.022
C -1.081 2.934 1.241 -0.290 0.225 0.177
N -0.126 2.056 0.946 0.646 0.686 1.160
C 0.118 -0.972 2.805 0.205 -0.070 0.182
C -0.050 -1.874 3.846 -0.039 -0.056 0.124
C -1.322 -2.356 4.114 0.046 0.104 -0.139
C -2.383 -1.917 3.331 0.062 -0.010 0.089
C -2.115 -1.020 2.314 -0.050 0.048 0.218
N -0.889 -0.561 2.063 -0.865 0.034 -0.437
H 1.522 0.566 3.081 0.042 0.026 -0.119
H 2.239 -1.020 2.831 0.086 0.126 -0.064
H 3.258 -1.363 1.012 -0.050 0.028 -0.036
H 2.905 -0.551 -0.508 0.121 0.066 0.421
H 3.343 -3.265 -0.782 0.008 -0.014 0.002
H 1.969 -5.121 -1.719 0.003 -0.013 0.007
H -0.518 -5.004 -1.470 -0.030 -0.028 0.057
H -1.502 -3.029 -0.331 0.795 -0.788 0.313
H 2.316 1.493 -0.209 0.120 -0.109 0.075
H 3.100 1.494 1.384 -0.056 -0.013 0.002
H 2.518 3.742 2.140 -0.008 -0.010 0.018
H 0.724 5.384 2.701 -0.015 -0.006 0.022
H -1.635 4.819 2.106 -0.043 -0.047 -0.027
H -2.085 2.668 0.931 0.167 0.107 0.111
H 0.799 -2.187 4.440 0.011 -0.011 -0.019
H -1.483 -3.058 4.921 -0.003 -0.006 -0.005
H -3.394 -2.254 3.514 -0.004 -0.010 -0.017
H -2.911 -0.621 1.695 -0.005 -0.066 -0.047
N 1.189 -0.004 -1.983 -0.381 -0.017 -0.164
C 1.504 1.253 -2.562 0.058 0.212 -0.179
C 2.826 1.569 -2.855 0.033 -0.080 0.110
C 3.164 2.807 -3.378 0.020 0.078 0.003
C 2.172 3.744 -3.616 0.045 0.059 -0.031
C 0.853 3.426 -3.338 0.080 -0.080 -0.006
C 0.492 2.185 -2.819 -0.025 -0.076 0.092
C -0.941 1.921 -2.521 -0.539 0.165 -0.038
C -1.896 2.258 -3.486 0.169 0.142 -0.007
C -3.250 2.191 -3.204 -0.102 0.027 -0.093
C -3.666 1.809 -1.937 -0.080 0.003 0.237
C -2.716 1.428 -0.993 -0.100 0.275 -0.615
C -1.345 1.446 -1.267 0.176 -1.516 -0.076
H 1.974 -0.642 -2.038 -0.203 0.031 -0.391
H 0.380 -0.436 -2.430 0.050 -0.080 -0.108
H 3.603 0.829 -2.685 0.000 -0.028 -0.015
H 4.197 3.036 -3.603 0.005 -0.021 0.009
H 2.424 4.717 -4.017 0.000 -0.008 -0.002
H 0.075 4.161 -3.509 -0.018 -0.014 -0.011
H -1.568 2.581 -4.469 -0.030 0.010 -0.024
H -3.977 2.461 -3.959 0.017 0.004 -0.002
H -4.722 1.815 -1.682 -0.015 -0.011 -0.047
H -3.066 1.121 -0.007 -0.100 -0.151 -0.034
O -1.130 -1.571 -2.936 0.008 -0.086 0.025
C -2.083 -1.586 -2.202 -0.371 0.424 -0.241
O -1.979 -1.427 -0.881 -1.614 1.600 -0.684
C -3.524 -1.831 -2.663 0.197 -0.204 0.059
N -4.406 -1.747 -1.483 -0.061 -0.082 -0.083
C -5.033 -3.067 -1.250 0.023 -0.080 0.084
C -4.094 -4.049 -1.942 -0.076 0.168 -0.116
C -3.657 -3.273 -3.187 -0.028 0.034 0.107
H -3.748 -1.090 -3.429 -0.010 0.077 0.057
H -5.091 -1.009 -1.568 0.072 0.080 0.002
H -2.947 -1.451 -0.596 -0.025 0.240 -0.123
H -6.033 -3.122 -1.689 0.020 0.036 -0.023
H -5.121 -3.252 -0.179 -0.052 -0.021 -0.022
H -4.590 -4.986 -2.185 0.057 -0.048 0.052
H -3.232 -4.264 -1.305 -0.006 -0.060 0.022
H -4.434 -3.321 -3.951 0.014 0.022 -0.019
H -2.723 -3.624 -3.620 -0.018 -0.016 -0.072
```
Positions in Å, forces in eV/Å.

Values from the calculation:
Net charge ... +1
Frontier orbital gap (spin up / spin down) ... 7.17 / 7.74 eV
Relative energy (zero: lowest compared OMol25 entry of this formula, charge and spin) ... 107.8 kJ/mol
Molar mass ... 629.57 g mol⁻¹
LUMO energy (spin up / spin down) ... -2.006 / -2.096 eV
Spin multiplicity ... 5

Atomic partial charges in e from the Mulliken method, atoms 1 to 2: 1.13 -1.49

=====

[3]
DFT (ωB97M-V/def2-TZVPD) results for an isolated molecule of C5H11NO2.

The geometry in XYZ format:
```
19
Properties=species:S:1:pos:R:3:forces:R:3
C 1.180 -0.618 -1.120 -0.501 -0.179 0.605
C -0.371 1.822 -0.034 0.058 0.333 -0.581
C -0.573 -2.049 -0.180 0.001 -0.027 -0.093
C -0.423 0.410 0.568 0.076 0.877 -0.291
C 0.117 -0.710 -0.305 0.827 -0.332 -0.785
N 0.269 0.379 1.840 -0.010 -0.172 0.376
O 1.950 0.500 -1.270 0.667 0.271 -0.334
O -1.792 0.171 0.853 -0.308 -0.356 -0.053
H 2.746 0.256 -1.777 -0.588 0.263 0.338
H -2.247 0.133 -0.002 0.051 0.058 0.399
H 1.549 -1.454 -1.706 -0.289 -0.219 0.160
H 1.207 0.745 1.692 -0.088 -0.154 0.071
H -0.209 1.029 2.457 0.036 -0.006 0.111
H -0.853 1.838 -1.020 0.177 -0.008 0.003
H -0.933 2.530 0.588 0.079 -0.386 0.122
H 0.644 2.213 -0.139 -0.122 -0.229 -0.083
H -1.549 -2.019 -0.675 0.014 -0.153 0.199
H -0.718 -2.320 0.871 -0.067 0.168 -0.142
H 0.005 -2.856 -0.643 -0.012 0.250 -0.022
```
Positions in Å, forces in eV/Å.

Values from the calculation:
Net charge ... 0
Frontier orbital gap ... 9.19 eV
Structure (SMILES) ... C/C(=C/O)[C@](C)(N)O
Relative energy (zero: lowest compared OMol25 entry of this formula, charge and spin) ... 150.3 kJ/mol
Molar mass ... 117.15 g mol⁻¹
LUMO energy ... 0.583 eV
Spin multiplicity ... 1

Atomic partial charges in e from the Mulliken method, atoms 1 to 2: -0.36 -1.46

=====

[4]
DFT (ωB97M-V/def2-TZVPD) results for a cluster of 3 separate species, C6H15NO in total.

The geometry in XYZ format:
```
23
Properties=species:S:1:pos:R:3:forces:R:3
C 2.618 0.984 0.891 -0.013 -1.173 0.041
C 2.122 1.341 -0.507 -0.986 -0.183 -0.637
O 2.760 0.595 -1.469 0.715 -0.688 -0.087
N 2.890 -0.413 0.840 0.322 0.562 -0.850
C -2.367 0.580 0.562 2.074 -1.363 -0.041
C -1.480 0.158 -0.399 1.240 -1.736 -0.838
C -1.060 0.896 -1.512 -1.194 0.091 0.640
C -0.906 -1.302 -0.369 -1.105 0.295 -0.638
H 1.851 1.209 1.653 0.307 0.445 0.069
H 3.549 1.581 1.058 -0.424 -0.031 0.072
H 2.126 2.360 -0.867 0.210 0.562 0.547
H 1.031 1.031 -0.488 -0.298 0.272 -0.207
H 3.091 -0.202 -0.976 -0.288 0.262 -0.090
H 3.031 -0.845 1.732 -0.132 0.053 0.684
H -2.478 1.631 0.731 -0.833 0.332 0.010
H -2.604 -0.216 1.290 -0.374 1.044 -0.130
H -4.918 -3.471 1.411 0.240 0.125 0.041
H -4.255 -3.144 1.532 -0.236 -0.123 -0.043
H -0.885 0.324 -2.426 0.663 0.573 0.239
H -1.519 1.868 -1.532 0.478 0.664 -0.618
H -1.304 -1.944 -1.203 0.421 0.912 0.317
H -1.544 -1.620 0.454 1.336 -1.232 0.688
H 0.250 -1.400 -0.405 -2.122 0.340 0.833
```
Positions in Å, forces in eV/Å.

Values from the calculation:
Net charge ... 0
Frontier orbital gap ... 3.42 eV
Relative energy (zero: lowest compared OMol25 entry of this formula, charge and spin) ... 906.3 kJ/mol
Molar mass ... 117.19 g mol⁻¹
LUMO energy ... -3.030 eV
Spin multiplicity ... 1

Atomic partial charges in e from the Mulliken method, atoms 1 to 2: -0.35 0.17

=====

[5]
DFT (ωB97M-V/def2-TZVPD) results for a cluster of 2 separate species, C4H9INO in total.

The geometry in XYZ format:
```
16
Properties=species:S:1:pos:R:3:forces:R:3
C -0.664 0.698 -1.230 0.943 -3.096 2.375
C -0.817 0.944 0.276 1.194 1.484 2.517
C 0.902 0.415 -0.938 -0.781 -1.968 -3.516
C 1.562 0.851 1.355 1.482 -1.655 -3.760
N 0.668 0.694 0.447 1.534 1.037 1.223
O 0.369 -2.106 0.877 -1.168 -1.196 -3.020
I 3.598 0.357 0.860 -1.400 0.476 0.425
H -1.279 -0.123 -1.528 0.139 -1.277 -0.011
H -0.980 1.371 -1.930 -0.078 2.757 -1.295
H -0.882 1.965 0.668 -0.592 0.228 -0.786
H -1.329 0.389 1.092 -0.257 -0.435 -1.441
H 1.308 -0.694 -1.077 -1.101 2.329 0.261
H 1.505 1.105 -1.594 -0.072 -0.431 1.493
H 1.436 1.081 2.341 -0.944 0.736 2.440
H -0.495 -2.574 0.868 0.979 0.463 0.439
H 0.550 -1.748 1.701 0.123 0.548 2.655
```
Positions in Å, forces in eV/Å.

Values from the calculation:
Net charge ... +1
Frontier orbital gap ... 9.51 eV
Relative energy (zero: lowest compared OMol25 entry of this formula, charge and spin) ... 193.2 kJ/mol
Molar mass ... 214.03 g mol⁻¹
LUMO energy ... -4.817 eV
Spin multiplicity ... 1

Atomic partial charges in e from the Mulliken method, atoms 1 to 2: -0.67 -0.49

=====

[6]
DFT (ωB97M-V/def2-TZVPD) results for a cluster of 2 separate species, C7H14N2 in total.

The geometry in XYZ format:
```
23
Properties=species:S:1:pos:R:3:forces:R:3
C -0.866 -1.343 -1.549 -0.141 -0.497 1.396
C 1.297 -0.492 -2.499 1.484 0.145 0.897
C 0.141 -0.205 -1.558 -3.161 2.270 -3.415
C -0.439 1.073 -1.585 1.604 -2.769 -1.268
H -0.508 -2.310 -1.906 0.407 0.255 -0.205
H -1.748 -1.084 -2.139 0.041 -0.006 0.167
H -1.165 -1.562 -0.525 -0.413 0.069 0.162
H 1.159 -0.173 -3.533 -0.424 0.430 0.168
H 2.196 -0.004 -2.119 0.225 0.078 -0.255
H 1.551 -1.547 -2.616 -0.184 -0.067 0.530
H 0.034 1.837 -2.188 0.721 0.355 0.613
H -1.506 1.233 -1.605 -0.226 -0.269 1.123
C -0.554 0.588 1.915 1.759 -0.180 2.063
N -1.026 -0.598 2.465 -0.576 -1.162 -0.336
C 0.829 0.351 1.175 -0.229 0.899 5.100
C -0.887 1.761 2.507 0.882 -0.356 -0.405
N 1.542 -0.612 1.709 -2.390 -0.540 -2.812
H -0.267 -1.238 2.678 0.123 0.006 -0.674
H -1.576 -0.546 3.309 -0.234 0.597 -0.209
H 2.309 -0.898 1.104 0.971 0.902 0.642
H 1.278 1.348 1.096 0.205 -0.194 -2.097
H -1.539 1.784 3.371 -0.363 -0.296 -0.202
H -0.257 2.635 2.493 -0.082 0.330 -0.983
```
Positions in Å, forces in eV/Å.

Values from the calculation:
Net charge ... 0
Frontier orbital gap ... 8.29 eV
Structure (SMILES) ... [H]/N=C/C(=C)N.C=C(C)C
Relative energy (zero: lowest compared OMol25 entry of this formula, charge and spin) ... 471.1 kJ/mol
Molar mass ... 126.20 g mol⁻¹
LUMO energy ... 0.213 eV
Spin multiplicity ... 1

Atomic partial charges in e from the Mulliken method, atoms 1 to 2: -1.39 -1.56

=====

[7]
DFT (ωB97M-V/def2-TZVPD) results for a structure of composition CH3ClN2.

The geometry in XYZ format:
```
7
Properties=species:S:1:pos:R:3:forces:R:3
C 0.263 -0.780 0.294 3.256 2.216 -1.100
N -0.911 -0.673 0.107 -1.417 1.309 -0.587
N 1.385 0.359 -0.637 -1.336 -2.275 2.841
Cl 3.021 -0.088 0.100 -1.612 0.225 -1.226
H 0.979 -1.287 0.917 0.035 -0.367 0.587
H -1.695 -0.882 0.699 0.104 -0.890 0.093
H 1.242 -0.145 -1.505 0.971 -0.217 -0.608
```
Positions in Å, forces in eV/Å.

Values from the calculation:
Net charge ... 0
Frontier orbital gap ... 10.26 eV
Relative energy (zero: lowest compared OMol25 entry of this formula, charge and spin) ... 385.2 kJ/mol
Molar mass ... 78.50 g mol⁻¹
LUMO energy ... 0.619 eV
Spin multiplicity ... 1

Atomic partial charges in e from the Mulliken method, atoms 1 to 2: 0.07 -0.40

=====

[8]
DFT (ωB97M-V/def2-TZVPD) results for a cluster of 2 separate species, C3H8N in total.

The geometry in XYZ format:
```
12
Properties=species:S:1:pos:R:3:forces:R:3
C 0.800 1.228 0.576 -0.192 0.246 1.541
C 1.039 0.642 -1.796 -0.072 -0.325 -1.187
C -1.272 -1.296 0.848 0.037 -0.285 0.174
N 0.957 0.902 -0.596 0.028 0.164 -0.225
H 0.866 2.269 0.883 0.097 0.086 -0.192
H 0.574 0.476 1.332 0.088 -0.018 -0.220
H 1.983 0.389 -2.259 0.263 -0.009 0.123
H -2.153 -0.679 0.767 -0.226 0.238 -0.045
H 0.145 0.650 -2.414 -0.098 0.029 0.106
H -0.697 -1.020 1.725 0.055 0.052 0.181
H -0.669 -1.234 -0.048 0.116 0.010 -0.218
H -1.572 -2.326 0.983 -0.094 -0.188 -0.036
```
Positions in Å, forces in eV/Å.

Values from the calculation:
Net charge ... +1
Frontier orbital gap ... 11.81 eV
Relative energy (zero: lowest compared OMol25 entry of this formula, charge and spin) ... 158.0 kJ/mol
Molar mass ... 58.10 g mol⁻¹
LUMO energy ... -5.284 eV
Spin multiplicity ... 1

Atomic partial charges in e from the Mulliken method, atoms 1 to 2: -0.06 -0.18

=====

| no. | maximum force (eV/A) |
| --- | --- |
| 1 | 0.9 |
| 2 | 2.4 |
| 3 | 1.2 |
| 4 | 2.5 |
| 5 | 4.4 |
| 6 | 5.2 |
| 7 | 4.1 |
| 8 | 1.6 |